106
Properties=species:S:1:pos:R:3:forces:R:3:mulliken_charge:R:1 method="wB97M-V/def2-TZVPD" lumo_ha=-0.075 orbital_gap_ev=7.97 smiles="O=C1C=CC(=O)C=C1.O=C1C=CC(=O)C=C1.O=C1C=CC(=O)C=C1.O=C1C=CC(=O)C=C1.O=C1C=CC(=O)C=C1.O=C1C=CC(=O)C=C1.O=C1C=CC(=O)C=C1.O=C1C=CC(=O)C=C1.CC(C)=O"
O 6.6677 -3.0927 -1.7703 0.71 -0.02 1.61 -0.55
C 6.2352 -3.1194 -2.8737 -1.22 0.70 -2.88 0.43
C 5.3057 -4.1511 -3.3862 -0.42 -1.02 -0.62 -0.39
C 4.9718 -4.2922 -4.6880 0.93 1.11 1.68 -0.50
C 5.3100 -3.1919 -5.6304 -2.19 -1.49 -3.41 0.65
O 4.7655 -3.2110 -6.7764 1.78 0.43 3.06 -0.61
C 6.1702 -2.1057 -5.1806 -0.35 -0.29 1.85 -0.58
C 6.5526 -2.0334 -3.8987 1.02 -0.09 1.16 -0.29
H 4.9137 -4.8803 -2.6902 0.26 -0.04 0.28 0.44
H 4.4132 -5.1644 -4.9655 -0.35 0.07 -0.60 0.43
H 6.2850 -1.3020 -5.8355 0.49 1.06 -1.13 0.50
H 7.1640 -1.2374 -3.4042 -0.63 -0.45 -1.00 0.46
O 0.5926 3.9191 0.8820 2.17 -0.99 -0.05 -0.59
C 1.7267 3.4496 1.0757 -1.65 0.92 0.64 0.68
C 2.7336 3.1292 0.0358 0.37 -0.01 0.61 -0.41
C 3.9218 2.6442 0.4251 0.95 -0.11 -1.13 -0.27
C 4.3237 2.2882 1.8341 0.25 -0.43 -1.55 0.06
O 5.3246 1.6399 2.0928 -0.60 0.55 -0.20 -0.61
C 3.3696 2.7308 2.8112 -0.53 0.47 0.82 -0.24
C 2.1953 3.2611 2.5010 -1.60 0.48 0.66 -0.07
H 2.5704 3.3730 -1.0049 -0.36 -0.05 0.01 0.40
H 4.6995 2.5159 -0.3527 -0.40 -0.16 0.61 0.40
H 3.6470 2.6387 3.8281 0.27 -0.20 0.97 0.46
H 1.4750 3.5793 3.3309 0.97 -0.48 -1.42 0.23
O -5.4080 0.2555 7.1565 -0.12 0.23 0.03 -0.59
C -4.7759 -0.4326 6.3786 0.75 1.15 1.95 0.46
C -3.3390 -0.7575 6.7258 -0.40 0.43 0.49 -0.41
C -2.6537 -1.5129 5.9043 -0.01 -2.23 -1.52 -0.30
C -3.3843 -2.1985 4.7514 0.56 -0.50 -1.48 0.55
O -2.7539 -2.8569 3.9227 -0.91 0.50 1.42 -0.62
C -4.8859 -1.9819 4.5586 0.08 -0.59 -0.51 -0.29
C -5.4488 -0.9842 5.2252 -0.12 -0.74 -0.63 -0.53
H -2.8786 -0.4100 7.6672 -0.70 0.20 -0.62 0.40
H -1.6298 -1.9082 6.0275 -0.56 0.65 0.00 0.43
H -5.5449 -2.5716 3.8500 1.55 0.60 0.58 0.38
H -6.4675 -0.6826 5.0262 -0.05 0.11 0.29 0.49
O -4.2981 1.5075 -4.9593 1.45 0.51 0.16 -0.59
C -3.1185 1.6659 -4.6517 -0.71 -1.34 0.46 0.17
C -2.2681 0.4514 -4.2836 2.07 1.63 0.28 -0.60
C -0.9738 0.5873 -3.8338 -1.52 0.06 -1.53 0.47
C -0.4275 1.9823 -3.5682 -0.72 -1.95 0.34 0.35
O 0.6010 2.1148 -2.9395 0.19 0.40 -0.22 -0.42
C -1.2796 3.1223 -3.9746 1.30 -0.12 0.91 -0.55
C -2.4724 2.9998 -4.5068 -0.65 -0.30 -0.27 -0.40
H -2.6905 -0.5107 -4.4791 -0.26 -0.36 -0.06 0.54
H -0.2936 -0.2912 -3.8274 -0.59 0.81 0.58 0.10
H -0.8734 4.0584 -3.6400 0.10 0.53 -0.31 0.43
H -3.0044 3.9014 -4.7273 -0.67 0.13 -0.21 0.44
O 5.9922 1.0192 -3.1559 0.25 -0.17 0.13 -0.65
C 4.8837 0.5555 -3.2370 -1.94 0.57 0.47 0.26
C 3.9238 1.0210 -4.3432 0.66 -3.10 1.93 -1.20
C 2.9371 0.2058 -4.6894 -0.33 0.83 0.26 -0.35
C 2.4195 -0.8191 -3.7523 0.67 -0.21 -1.31 0.60
O 1.4643 -1.4636 -4.1130 -0.63 -0.51 0.32 -0.78
C 3.1471 -1.0792 -2.5028 -0.39 0.99 0.04 -0.08
C 4.2796 -0.4262 -2.2282 0.08 -0.29 -1.04 -0.23
H 4.2419 1.7777 -4.9434 0.98 2.14 -1.55 0.76
H 2.3894 0.3614 -5.6129 -0.18 -0.13 0.14 0.49
H 2.6059 -1.7005 -1.8121 0.28 -0.41 0.17 0.44
H 4.7792 -0.7139 -1.3245 0.62 0.34 0.33 0.77
O 1.0907 -0.5458 4.0999 -1.15 1.00 1.39 -0.60
C 1.7703 -1.1333 3.3143 -0.83 -1.63 -0.24 0.27
C 3.0542 -0.6602 2.9329 0.59 -0.08 -0.55 -0.58
C 3.7282 -1.2435 1.9708 1.15 -0.47 -1.32 -0.84
C 3.1669 -2.3281 1.1260 -0.30 -0.37 -0.22 0.39
O 3.6571 -2.7152 0.0766 0.16 0.51 0.73 -0.53
C 1.8748 -2.8638 1.5796 0.26 0.78 0.68 -0.51
C 1.2674 -2.3584 2.6552 -1.25 -0.58 -1.01 -0.22
H 3.3948 0.2011 3.4181 0.66 0.98 0.82 0.97
H 4.7073 -0.9153 1.6829 0.41 0.28 -0.11 0.63
H 1.4059 -3.5346 0.9146 -0.42 -1.00 -0.45 0.53
H 0.2238 -2.6866 2.8342 0.76 0.32 0.45 0.49
O -5.7059 4.7101 2.2537 0.29 -0.80 0.60 -0.56
C -4.7054 4.2614 2.7910 -0.06 0.90 0.07 0.19
C -4.7033 3.3592 3.9744 0.41 -1.14 1.08 -0.38
C -3.5830 3.0209 4.6746 -0.40 1.88 -3.09 -0.48
C -2.2953 3.5356 4.0933 1.56 -1.95 2.65 0.60
O -1.2353 3.2530 4.6894 -1.55 0.58 -1.00 -0.61
C -2.2450 4.2690 2.8531 -0.72 -0.42 1.08 -0.34
C -3.3871 4.6797 2.3177 1.88 0.98 -1.90 -0.25
H -5.6680 2.9338 4.1994 -0.24 0.06 0.29 0.44
H -3.4213 2.3704 5.4925 -0.50 -0.53 0.79 0.56
H -1.2192 4.4018 2.6025 0.41 0.73 -0.99 0.42
H -3.2340 5.3306 1.4376 -0.98 -0.39 0.37 0.39
O 0.2454 -1.7219 -1.1922 1.28 -0.62 -1.83 -0.63
C -0.3747 -1.3021 -0.2810 -2.96 -0.60 2.78 0.21
C 0.1015 -0.1729 0.5700 0.00 0.64 -1.03 -0.33
C -0.5897 0.2890 1.6146 1.35 -0.86 -0.48 -0.25
C -1.7411 -0.4817 2.0753 -1.46 0.58 0.46 0.20
O -2.3411 -0.1403 3.0804 0.20 0.20 0.10 -0.55
C -2.3184 -1.5772 1.2605 -0.14 0.74 0.66 -0.45
C -1.7379 -1.9882 0.1598 2.12 0.68 -1.19 -0.97
H 0.9935 0.2997 0.1351 -0.22 -0.04 0.49 0.67
H -0.1952 1.0754 2.2363 -0.29 0.30 0.15 0.79
H -3.2903 -1.8648 1.6313 0.04 -0.50 -0.04 0.64
H -2.1220 -2.7513 -0.4983 0.01 -0.01 -0.10 0.63
C -5.5500 -0.7256 -1.2418 -0.14 -0.92 -0.12 -1.06
C -4.6680 -1.6071 -2.1912 -1.25 1.14 1.70 0.95
C -5.3330 -2.6271 -3.0220 1.13 -0.33 -0.50 -1.40
O -3.4748 -1.4920 -2.1487 0.77 0.11 -0.23 -0.46
H -6.6086 -0.5713 -1.5898 1.12 -0.17 0.36 0.36
H -5.0363 0.2023 -1.0291 0.00 0.35 -0.33 0.33
H -5.5406 -1.2375 -0.2470 -0.30 0.07 -0.77 0.24
H -4.6023 -3.4030 -3.2406 -0.09 -0.02 -0.26 0.34
H -5.6916 -2.1720 -3.9175 -0.04 0.44 -0.95 0.34
H -6.1919 -3.0455 -2.5961 -1.25 -0.62 1.04 0.45

***

17
Properties=species:S:1:pos:R:3:forces:R:3:mulliken_charge:R:1 method="wB97M-V/def2-TZVPD" lumo_ha="0.149 / 0.149" charge=-1 orbital_gap_ev="6.16 / 6.17"
C -2.3300 -1.7192 0.0701 2.68 -1.45 3.32 -0.68
C 1.4341 0.8888 -1.0392 1.37 2.63 -1.24 -0.89
C -0.1060 1.4277 0.7630 -1.22 -0.97 -0.64 -0.93
N -1.4969 -0.4968 0.2617 -0.53 -1.28 -0.76 -0.50
N 0.1532 0.6440 -0.4345 1.90 1.50 0.55 0.74
N -0.4634 -0.4550 -0.5729 -2.83 -0.46 0.98 -0.61
O 3.0520 -0.5754 0.3702 0.20 -0.25 0.29 -0.98
H -1.6373 -2.6469 0.1898 -1.03 1.08 0.09 0.21
H -3.1750 -1.8859 0.8496 1.43 0.88 -1.36 0.24
H -2.6417 -1.8319 -0.8979 -1.43 0.04 -2.55 0.29
H 2.4937 0.1191 -0.3129 -0.26 -0.20 0.44 0.34
H 1.4332 0.5660 -2.0840 -0.23 -0.11 -0.04 0.23
H 1.6545 2.0897 -1.0804 -0.87 -2.63 0.16 0.21
H 0.6388 2.1467 0.9697 1.46 0.01 0.28 0.39
H -0.9575 2.0411 0.5563 -1.19 0.15 0.18 0.31
H -0.3929 0.6407 1.4828 0.31 0.96 0.49 0.34
H 2.3412 -0.9529 0.9086 0.23 0.08 -0.19 0.28

***

16
Properties=species:S:1:pos:R:3:forces:R:3:mulliken_charge:R:1 method="wB97M-V/def2-TZVPD" lumo_ha=0.027 orbital_gap_ev=10.76 smiles="CNC(=O)CCO"
C -0.9690 -1.0965 -2.0152 -0.27 -1.35 0.00 -0.87
N -0.7315 -0.8882 -0.5924 -0.10 0.84 0.11 -0.33
C -0.3817 0.4357 -0.2446 -1.23 0.34 0.28 0.44
O -0.3826 1.3656 -1.0197 0.84 -0.23 -0.36 -0.56
C -0.1785 0.6521 1.2391 1.06 -0.73 -0.20 -0.48
C 1.2797 0.2860 1.5636 0.03 -0.57 -0.59 -0.46
O 2.1568 1.2856 1.1294 0.56 0.52 -0.25 -0.53
H -1.5927 -0.3135 -2.4410 0.43 0.08 -0.39 0.33
H -0.0331 -1.3387 -2.5135 0.22 1.02 -0.20 0.29
H -1.4546 -2.0679 -2.1749 -0.44 0.27 0.47 0.35
H -1.5800 -1.0222 -0.0479 0.20 -0.73 0.07 0.27
H -0.8249 -0.0297 1.7851 -0.28 0.26 0.27 0.34
H -0.2867 1.7060 1.4313 -0.53 0.25 0.38 0.27
H 1.4807 -0.6759 1.0681 0.14 0.05 0.05 0.30
H 1.5386 0.1405 2.6067 -0.54 0.11 0.31 0.32
H 1.9595 1.5610 0.2258 -0.10 -0.13 0.05 0.34